Entry 1:
{"formula": "C9H16N", "method": "ωB97M-V/def2-TZVPD", "species": ["C", "C", "H", "C", "H", "H", "H", "C", "H", "H", "H", "C", "H", "H", "C", "C", "H", "H", "H", "N", "H", "C", "H", "H", "H", "C"], "coordinates": [[-1.314, 1.117, 0.035], [-0.240, 2.438, -2.161], [0.907, -3.589, 1.039], [1.832, -1.717, 1.040], [2.666, -1.184, 0.524], [-4.073, 2.167, -1.449], [-2.220, 2.518, -2.883], [-3.603, 1.329, -0.983], [3.169, -2.160, 2.610], [0.197, 3.028, -2.976], [-1.724, 0.605, 0.871], [1.757, -3.085, 0.608], [1.693, 2.255, -1.260], [1.658, -2.619, 2.979], [0.064, 1.387, -0.061], [-2.142, 1.509, -1.035], [1.999, -1.050, 3.021], [0.727, 1.082, 0.771], [2.627, -3.586, 1.045], [2.177, -1.910, 2.534], [-3.958, 1.325, 0.084], [0.582, 2.047, -1.156], [-3.899, 0.417, -1.499], [0.890, -1.158, 0.884], [1.797, -3.334, -0.480], [-1.570, 2.167, -2.099]], "forces_ev_per_a": [[0.9, 0.6, -1.7], [0.7, 1.0, -1.3], [-0.6, -0.2, 0.0], [0.3, 1.6, -0.1], [-0.6, -0.1, 0.9], [-0.5, 0.5, -0.5], [-0.1, 0.1, -0.2], [-0.7, -0.4, 1.4], [-0.2, 0.2, 0.1], [-0.4, -0.4, 0.2], [-0.3, -0.3, 0.7], [0.5, -3.2, -1.7], [-1.5, -0.3, 0.4], [-1.1, -1.3, 0.4], [-0.4, -0.7, 1.1], [0.9, -0.2, 1.3], [0.2, 0.6, 0.6], [-0.4, 0.3, -0.5], [0.1, -0.4, -0.4], [1.0, 2.2, -1.3], [0.2, -0.3, -1.0], [2.6, -0.2, 0.6], [-0.2, 0.0, 0.1], [0.6, -0.1, 0.6], [-0.2, 0.7, 0.8], [-1.0, 0.2, -0.5]], "lowdin_charge": [-0.0392, -0.1009, 0.0927, -0.1907, 0.1549, 0.0717, 0.1200, -0.0525, 0.1785, 0.1215, 0.0921, -0.1070, 0.1265, 0.1439, -0.1223, -0.2896, 0.1617, 0.0831, 0.0926, 0.2044, 0.1015, -0.1231, 0.0903, 0.1175, 0.1261, -0.0538], "spin_multiplicity": 1, "energy_ha": -407.01396, "relative_energy_kj_mol": 93.4, "largest_force_ha_per_bohr": 0.070, "charge": 1}



Entry 2:
{"formula": "C28H24N6Ru", "method": "ωB97M-V/def2-TZVPD", "species": ["H", "C", "H", "H", "C", "N", "H", "C", "N", "H", "H", "C", "H", "C", "H", "C", "C", "C", "N", "C", "C", "H", "N", "H", "C", "C", "H", "H", "H", "H", "C", "Ru", "H", "C", "H", "C", "C", "H", "C", "N", "H", "H", "C", "C", "C", "C", "H", "H", "C", "H", "C", "N", "C", "C", "C", "H", "H", "C", "C"], "coordinates": [[3.125, 0.353, 1.877], [2.721, -3.909, 0.880], [1.702, 3.542, 3.805], [-2.080, -1.339, 2.078], [-3.951, 2.176, -1.813], [-1.031, -1.327, -0.475], [4.535, -0.491, 1.267], [-2.940, 3.039, -1.459], [-0.467, 0.657, 2.600], [-3.120, -4.211, -1.828], [-3.944, -1.892, -2.031], [-2.334, 0.031, 5.750], [-0.828, 1.425, 5.192], [2.166, 2.388, 0.205], [3.425, 4.700, 2.357], [0.801, -2.677, 0.194], [1.411, -3.884, 0.411], [-2.222, -1.058, -1.061], [1.420, -1.472, 0.438], [2.821, 3.890, 1.968], [-1.736, 2.565, -0.945], [3.692, 3.893, 0.004], [-1.535, 1.232, -0.759], [-2.424, 0.389, 6.767], [-3.046, -1.546, 3.966], [-3.139, -1.046, 5.308], [-3.679, -2.372, 3.669], [3.227, -4.849, 1.059], [3.506, 0.352, 0.131], [-4.493, 0.105, -1.968], [-2.536, 0.374, -1.158], [0.038, 0.177, 0.279], [0.236, 3.348, -1.193], [-1.293, -3.648, -0.854], [-1.006, 4.556, -0.960], [-2.529, -3.392, -1.436], [-0.673, 3.572, -0.641], [0.892, -4.810, 0.210], [2.715, -1.499, 0.852], [1.257, 1.785, 0.954], [2.287, 2.037, -0.814], [-4.886, 2.546, -2.214], [-1.455, 0.603, 4.884], [2.968, 3.446, 0.674], [-3.731, 0.809, -1.668], [-2.168, -0.979, 3.095], [4.393, -2.688, 1.414], [-3.061, 4.105, -1.589], [1.119, 2.217, 2.239], [-0.463, 3.633, 0.427], [-2.999, -2.087, -1.546], [0.215, 1.618, 3.081], [3.364, -2.709, 1.083], [3.502, -0.240, 1.043], [-1.359, 0.101, 3.531], [-3.842, -1.506, 5.995], [-0.918, -4.660, -0.805], [1.870, 3.255, 2.775], [-0.548, -2.590, -0.381]], "forces_ev_per_a": [[0.0, 0.0, 0.0], [0.0, 0.0, 0.0], [0.0, 0.0, 0.0], [0.0, 0.0, 0.0], [0.0, 0.0, 0.0], [0.1, 0.2, 0.1], [0.0, 0.0, 0.0], [0.0, 0.0, 0.0], [0.0, 0.2, 0.4], [0.0, 0.0, 0.0], [0.0, 0.0, 0.0], [-0.1, -0.1, -0.1], [0.0, 0.0, 0.0], [0.0, 0.2, 0.0], [0.0, 0.0, 0.0], [-0.1, 0.2, 0.0], [0.1, -0.1, 0.0], [0.1, 0.1, 0.1], [0.0, 0.2, 0.2], [0.0, 0.0, 0.1], [0.1, -0.1, 0.0], [0.0, 0.0, 0.0], [0.1, 0.1, 0.2], [0.0, 0.0, 0.0], [-0.1, 0.0, 0.1], [0.0, 0.0, 0.0], [0.0, 0.0, 0.0], [0.0, 0.0, 0.0], [0.0, 0.0, 0.0], [0.0, 0.0, 0.0], [0.2, -0.1, 0.1], [-0.3, -0.5, -0.4], [0.1, 0.0, 0.0], [0.0, -0.1, 0.0], [0.0, 0.0, 0.0], [0.0, 0.0, 0.0], [0.0, 0.0, 0.0], [0.0, 0.0, 0.0], [-0.1, 0.1, -0.1], [0.1, 0.1, 0.0], [0.0, 0.0, 0.0], [0.0, 0.0, 0.0], [0.1, 0.0, -0.2], [0.0, -0.1, -0.1], [-0.1, 0.0, -0.1], [0.1, 0.1, 0.0], [0.0, 0.0, 0.0], [0.0, 0.0, 0.0], [0.0, 0.0, 0.1], [0.0, 0.0, 0.0], [-0.1, -0.1, 0.0], [0.0, -0.2, -0.4], [0.0, 0.0, 0.0], [0.0, -0.1, 0.0], [0.0, 0.0, 0.0], [0.0, 0.0, 0.0], [0.0, 0.0, 0.0], [0.1, 0.1, 0.0], [0.1, 0.1, 0.0]], "lowdin_spin": [0.0005, 0.0153, 0.0024, -0.0013, 0.0151, 0.0170, 0.0000, 0.0030, 0.0477, 0.0014, -0.0003, 0.0417, 0.0000, 0.0521, -0.0011, 0.0082, 0.0060, 0.0181, 0.0329, -0.0032, 0.0165, 0.0020, 0.0341, -0.0005, 0.1208, 0.2769, 0.0031, 0.0006, 0.0009, 0.0001, 0.0080, 2.5436, 0.0008, 0.0012, 0.0000, 0.0335, 0.0028, 0.0001, 0.0164, 0.0303, 0.0055, 0.0006, 0.0713, 0.0605, 0.0062, 0.0175, 0.0001, 0.0001, 0.0101, 0.0005, 0.0010, 0.1225, 0.0029, 0.0031, 0.2449, 0.0098, -0.0003, 0.0789, 0.0180], "spin_multiplicity": 5, "energy_ha": -1503.26623, "s2": 6.079, "largest_force_ha_per_bohr": 0.013, "charge": 4}



Entry 3:
{"formula": "C7H26ClGaN3O4", "method": "ωB97M-V/def2-TZVPD", "species": ["H", "H", "H", "C", "H", "H", "H", "H", "H", "C", "H", "C", "H", "N", "C", "O", "H", "H", "H", "N", "H", "H", "O", "O", "Ga", "C", "H", "N", "O", "H", "C", "H", "H", "H", "C", "H", "H", "H", "Cl", "H", "H", "H"], "coordinates": [[1.358, 1.388, 3.999], [1.866, -2.224, 1.747], [-2.177, 1.866, -3.202], [-2.653, 1.592, -4.147], [1.178, -1.932, 4.096], [1.918, 3.229, 0.959], [2.471, 0.067, 4.209], [-2.390, 0.288, -5.557], [1.062, 1.195, -0.022], [0.964, -0.294, 2.722], [0.614, -1.243, -2.132], [3.695, 1.763, 1.124], [3.635, -0.559, -0.724], [0.399, -1.385, 3.656], [1.695, -1.075, 1.482], [1.751, 1.649, -0.603], [-3.918, -0.547, -1.158], [-0.956, -1.953, -2.591], [3.144, 3.342, -0.475], [1.867, 0.598, 3.545], [-5.373, -1.768, 0.124], [-0.041, 1.565, 2.331], [-1.945, 0.508, -4.721], [-0.868, -1.096, -0.722], [3.501, -0.278, 0.873], [-0.470, -1.117, -2.081], [4.788, 2.068, 0.753], [-0.230, 0.539, 2.288], [-3.563, -1.363, -0.766], [-2.626, 2.447, -4.827], [2.561, 2.578, 0.230], [-0.187, -1.990, 3.018], [0.956, -1.078, 0.550], [3.647, 2.129, 2.259], [-4.658, -2.235, -0.557], [-4.292, -3.165, -0.116], [-1.834, -0.984, -0.709], [-0.590, 0.247, 1.348], [5.273, -1.437, 1.824], [-0.748, -0.174, -2.557], [-3.687, 1.294, -3.959], [-5.139, -2.453, -1.514]], "forces_ev_per_a": [[0.5, -1.4, -0.3], [-0.5, 2.4, -0.4], [0.0, -0.1, -0.2], [0.0, -0.1, -0.2], [-1.0, 0.5, -1.1], [0.8, -1.2, -1.4], [-1.0, 0.7, -0.8], [0.4, 0.1, 0.5], [1.5, 0.9, -0.8], [-0.1, -1.1, 0.4], [-0.1, 0.1, 0.1], [0.7, 1.9, 0.5], [0.2, -0.2, 0.3], [-0.3, 0.3, -0.7], [-0.9, -0.5, 0.0], [-0.5, 1.0, 1.7], [0.2, -0.4, 0.2], [0.0, 0.0, -0.2], [-1.6, -1.8, 1.1], [-0.7, -0.4, -0.4], [-0.1, -0.2, 0.0], [-0.1, -1.4, -0.3], [-0.1, -0.3, -0.5], [-0.2, 0.3, 0.3], [-0.6, 0.4, -0.8], [0.0, 0.1, 0.1], [-2.3, -0.5, 0.6], [1.0, -0.1, -0.4], [-0.4, 0.7, -0.3], [-0.1, 0.2, 0.2], [1.4, 0.1, 0.8], [1.2, 0.5, 1.2], [1.6, 0.0, 2.0], [0.0, -0.8, -2.5], [-0.1, 0.0, 0.0], [0.0, 0.2, -0.1], [0.5, -0.4, 0.1], [0.8, 0.5, 1.1], [-0.2, 0.2, 0.2], [0.2, -0.1, -0.3], [-0.1, 0.2, 0.1], [-0.1, -0.2, 0.1]], "lowdin_charge": [0.0703, 0.0583, 0.0802, -0.1684, 0.0584, 0.0919, 0.0825, 0.0821, 0.0575, -0.6391, 0.0865, -0.3184, -0.0709, -0.0234, -0.2415, -0.2075, 0.0995, 0.0750, 0.1089, 0.0289, 0.0792, 0.0630, -0.1343, -0.1692, 0.0383, -0.1404, 0.0431, 0.0408, -0.1353, 0.0740, -0.3114, 0.0628, 0.0376, 0.0371, -0.1316, 0.0896, 0.0240, 0.0483, -0.1318, 0.0579, 0.0695, 0.0777], "spin_multiplicity": 1, "energy_ha": -3132.44933, "largest_force_ha_per_bohr": 0.052, "charge": -1}